Formula: C2H2F3NO
Source: the Open Molecules 2025 dataset
Level of theory: the ωB97M-V functional and the def2-TZVPD basis

As for the max |F|: 3.65 eV Å⁻¹. Its HOMO energy (alpha / beta) is -9.3338 / -8.9874 eV. For the gap between HOMO and LUMO (alpha / beta), the calculation gives 0.3348 / 0.3074 hartree. The energy above the lowest of the compared OMol25 structures with the same formula, charge and spin is 124.9 kcal per mole.

```
9
C2H2F3NO the ωB97M-V functional and the def2-TZVPD basis
C -0.34 0.27 -0.29
C 0.51 -0.73 0.43
N -2.73 -0.15 -0.69
O -3.29 -0.16 0.30
F -0.46 1.47 0.30
F 1.82 -0.77 -0.03
F 0.09 -1.98 0.23
H -0.13 0.33 -1.27
H 0.75 -0.46 1.56
```